[1]
21
Properties=species:S:1:pos:R:3:forces:R:3 method="wB97M-V/def2-TZVPD" gap_ha=0.1803 lumo_ev=-2.6 relative_energy_ev=9.112 homo_energy_ev=-7.51 total_charge=0
C -1.764 -0.518 -0.449 -0.9594 1.5316 -3.0454
C -0.520 0.054 -1.011 -0.5576 0.2248 0.6055
C -0.031 1.295 -0.646 2.2738 -0.0430 -1.6542
C 1.090 1.894 -1.368 -2.9824 1.2940 -1.1779
H -1.753 -1.593 -0.674 0.0745 -1.0056 -0.1184
H -1.919 -0.302 0.601 -0.1896 0.8414 0.8555
H -2.660 -0.227 -1.055 0.5046 -0.1770 0.9398
H -0.020 -0.558 -1.738 0.1950 0.0358 -0.2464
H -0.278 1.771 0.272 -0.7732 0.2808 0.3653
H 1.978 1.285 -0.794 1.6620 -1.2058 1.6760
H 1.288 1.620 -2.414 -0.2765 -0.4872 0.3323
H 1.143 3.002 -1.333 0.1687 -0.7690 0.5768
H 2.950 -0.265 -0.140 0.0968 0.2111 -0.4303
H -2.493 -1.614 0.461 0.3079 -0.2593 0.2417
O 2.734 0.657 0.054 0.2417 -0.1002 -0.0474
H -1.186 -1.992 1.126 2.0657 -0.6979 1.6129
H -0.858 -2.518 2.527 0.3800 -0.0218 -0.0913
O -0.385 -2.186 1.747 -2.2648 0.0517 -0.9569
H 0.394 -0.460 1.999 0.4081 -0.0101 -0.1978
H 1.579 0.273 1.186 0.0573 0.2359 -0.0811
O 0.712 0.382 1.649 -0.4328 0.0698 0.8414

[2]
22
Properties=species:S:1:pos:R:3:forces:R:3 method="wB97M-V/def2-TZVPD" gap_ha=0.3771 lumo_ev=0.3 relative_energy_ev=1.354 homo_energy_ev=-9.93 total_charge=0 smiles="CC(C)C=O.O.O.O"
C 0.804 0.661 -0.388 0.3565 0.8344 -1.5361
C -0.567 1.008 -0.944 -1.5374 -0.7631 -2.0866
C -0.936 -0.051 -2.028 -1.4137 -0.7447 0.6293
C -0.862 2.354 -1.599 2.6432 0.4216 0.2005
O -1.785 2.674 -2.285 -0.4875 -0.2838 0.2684
H 0.621 -0.182 0.269 0.7186 0.4760 0.8030
H 1.407 1.546 -0.142 -0.5190 -0.2287 1.4327
H 1.484 0.309 -1.178 -0.6162 -0.3939 -0.2502
H -1.378 0.926 -0.212 0.2741 0.0624 0.2684
H -1.465 -0.871 -1.525 0.7632 -0.4058 -0.0467
H -0.142 -0.414 -2.673 0.3700 0.0410 0.3422
H -1.739 0.247 -2.685 -0.1247 0.7990 -0.2525
H 0.026 3.033 -1.470 -0.4618 0.3447 0.0082
O 1.923 -3.107 1.248 -0.5813 0.0657 -0.3013
H 1.443 -2.451 0.723 0.2627 -0.1702 -0.2287
H 1.236 -3.303 1.898 0.3324 -0.1786 0.2473
O 1.665 -0.744 2.450 0.2752 0.5607 0.1617
H 2.394 -0.938 1.849 -0.0418 -0.3560 0.1344
H 1.981 0.041 2.911 -0.2229 0.0253 0.1051
O -2.350 -0.523 1.909 0.5577 0.4875 -0.0694
H -1.853 -0.091 1.199 -0.3128 -0.3319 -0.0708
H -1.909 -0.126 2.671 -0.2346 -0.2617 0.2411

[3]
22
Properties=species:S:1:pos:R:3:forces:R:3 method="wB97M-V/def2-TZVPD" gap_ha=0.3677 lumo_ev=0.3 relative_energy_ev=1.965 homo_energy_ev=-9.72 total_charge=0 smiles=C[C@H](O)CCO.O.O
C -0.924 2.540 -1.054 0.1485 3.2440 1.5387
C -0.737 1.121 -1.085 -1.1925 -5.0877 -2.1480
O -1.962 0.455 -0.638 0.2730 -0.7844 0.4731
C 0.322 0.477 -0.239 0.1049 2.1807 1.5879
C 1.715 0.875 -0.615 2.3194 1.5406 0.3290
O 2.434 -0.306 -0.990 0.0079 0.2432 -1.1850
H -1.959 2.921 -1.252 0.8018 -0.6837 0.6782
H -0.319 3.125 -1.709 0.5911 -0.1271 -1.2304
H -0.439 2.895 -0.107 -1.3551 0.0844 -0.0694
H -0.585 0.724 -2.150 -0.0409 0.7112 0.9821
H -1.694 -0.461 -0.332 -0.5154 1.5333 -0.6902
H 0.103 0.854 0.810 0.2545 -0.5299 -0.8954
H 0.252 -0.599 -0.221 -0.0728 -0.3176 -0.2199
H 1.801 1.776 -1.413 -0.3484 -2.1918 1.5856
H 2.310 1.196 0.294 -0.9451 0.3843 -0.8308
H 2.995 -0.064 -1.735 0.0613 -0.2981 0.1177
O 0.013 -1.832 3.037 2.3016 1.6239 0.5395
H -0.504 -1.034 3.313 0.9728 -0.8898 -0.3742
H 1.002 -1.540 2.949 -2.8899 -0.4951 0.4275
O -0.917 -2.678 0.702 -0.9708 1.2357 2.6064
H -1.667 -2.220 1.310 3.0388 -1.8451 -1.9497
H -0.100 -2.765 1.317 -2.5446 0.4692 -1.2725